[1]
Entry from the OMol25 dataset: a cluster of 2 separate species, C3H7N3O in total (ωB97M-V with the def2-TZVPD basis set).

```
14
C3H7N3O, DFT ωB97M-V with the def2-TZVPD basis set
H 1.59411 -0.94126 -1.22088
O 0.78167 2.53569 -0.32004
H -0.71915 -1.32258 -0.99885
N -1.30739 1.68496 -1.09637
C -0.26847 2.15048 -0.66414
N -1.70814 -1.08578 0.85068
H 0.43828 -0.08400 1.38106
H -2.19946 2.13157 -0.96804
N 0.43060 -0.33113 0.39957
H 2.43380 0.07081 -0.03918
C 1.70659 -0.73874 -0.15067
H 2.10085 -1.64340 0.33283
H -2.48822 -1.54050 0.38407
C -0.72880 -0.97508 0.04287
```

Results
**SMILES**: [H]/N=C/NC.N=C=O
**Total energy**: -358.01135 hartree

=====

[2]
Entry from the OMol25 dataset: a structure of composition C4H5NO at a distorted geometry (ωB97M-V with the def2-TZVPD basis set).

```
11
C4H5NO, DFT ωB97M-V with the def2-TZVPD basis set
C 0.73950 -1.22769 -0.59269
H -1.66289 0.07424 -0.60225
H -0.21286 2.10603 -0.53538
C -0.47705 -1.02922 0.71327
H 0.96525 1.28371 0.50649
C -0.75706 0.10461 -0.00196
O 1.83325 -0.76029 -0.50514
N 0.05666 -2.09468 0.88141
C -0.10503 1.41938 0.30904
H 0.18711 -1.75897 -1.35829
H -0.56688 1.88288 1.18551
```

Results
**Total energy**: -285.28699 hartree

=====

[3]
Entry from the OMol25 dataset: an isolated molecule of C5H7N (ωB97M-V with the def2-TZVPD basis set).

```
13
C5H7N, DFT ωB97M-V with the def2-TZVPD basis set
H -0.78242 1.94768 0.25447
C -0.06422 1.18462 0.56575
N -0.43409 -0.20308 0.45044
H -2.44101 -0.68540 0.77551
H 0.53778 1.44702 1.43164
C 2.75875 -1.00907 -0.69561
C 1.77735 -0.32017 -0.58901
C -1.73487 -0.58587 -0.05339
H -2.14804 0.11751 -0.79690
C 0.48695 0.33334 -0.53201
H 0.06929 0.57034 -1.51348
H -1.62631 -1.56604 -0.52906
H 3.60387 -1.65432 -0.78330
```

Results
**SMILES**: C#C[C@@H]1CN1C
**Total energy**: -249.35256 hartree

=====

[4]
Entry from the OMol25 dataset: a cluster of 2 separate species, C2H4FI in total at a distorted geometry (ωB97M-V with the def2-TZVPD basis set).

```
8
C2H4FI, DFT ωB97M-V with the def2-TZVPD basis set
C 0.48456 1.69985 -0.34736
H -1.06869 -0.76981 -0.97800
H 1.11173 1.89193 0.59822
C -0.31137 -0.54038 -0.14049
F -0.59889 2.49217 -0.33457
H -0.70375 -0.43868 0.79338
H 0.52759 -1.06384 -0.22436
I 1.50014 1.88711 -2.24155
```

Results
**Spin multiplicity**: 3
**Total energy**: -475.94922 hartree

=====

[5]
Entry from the OMol25 dataset: a cluster of 2 separate species, C7H13N in total at a distorted geometry (ωB97M-V with the def2-TZVPD basis set).

```
21
C7H13N, DFT ωB97M-V with the def2-TZVPD basis set
H -3.02046 1.98679 -0.92229
H -2.34179 1.80333 -2.60833
C 1.45109 -0.57473 0.55397
H 1.88044 -2.10682 2.00336
H 1.69874 -1.01680 -1.56419
H 1.96694 1.34950 1.14637
C -1.30427 0.14784 0.24567
H -2.07446 -0.53684 2.08518
H 2.48050 1.07063 -0.43512
H -0.94980 -0.07189 -1.80333
H -2.70109 1.08122 1.51189
H 1.69801 -2.46321 -0.45331
C 1.98975 -1.42567 -0.59492
H 1.85939 -0.42327 2.69002
C -1.36380 0.60958 -1.06399
C -2.54703 1.32755 -1.64866
C -2.06739 0.22373 1.31548
C 1.81642 -1.04777 1.81058
N 1.80953 0.82939 0.28989
H -3.36052 0.64447 -1.91554
H 3.07980 -1.40705 -0.64273
```

Results
**SMILES**: C=C(C)N.C=C=CC
**Total energy**: -329.04500 hartree

=====

[6]
Entry from the OMol25 dataset: a structure of composition C22H43N2OP3Sn at a distorted geometry (ωB97M-V with the def2-TZVPD basis set).

```
72
C22H43N2OP3Sn, DFT ωB97M-V with the def2-TZVPD basis set
H 0.10824 -3.24597 2.12057
H -7.12925 -1.23620 -4.50879
H 1.95062 -1.66056 1.17100
H -3.91424 -2.32915 1.95930
H 1.74778 2.12173 2.28124
N 0.79827 -1.59567 -1.61179
C -3.93096 -0.42614 -2.82397
H 5.42955 -2.00453 -2.45820
P -3.02797 1.38198 0.85487
C -5.27805 -2.05322 -3.79051
H 1.87276 2.74359 -1.63403
H 1.33786 0.43500 -1.99375
P 0.42011 0.14341 1.70208
H 0.21148 -3.61914 -2.06666
H -0.75834 0.44770 3.82200
C 1.01235 3.20475 -2.14683
H -0.00118 2.48949 2.23337
C -4.53019 0.68178 -3.47226
C 3.36877 -2.32467 -2.32696
C 1.02237 -2.89348 -2.05921
H 0.32242 -3.93645 0.49399
C -2.47931 2.89108 -0.02020
H -3.01683 0.65008 3.15894
H -3.93182 2.16096 2.93364
C -3.02317 -2.92718 2.19433
H 4.97945 -3.63608 -2.50722
H -0.25707 3.24552 -3.85743
H 2.55844 -4.34701 -2.36911
C -5.76650 0.36173 -4.01157
H 0.55597 4.08170 -1.66172
H 3.73616 -0.16793 -2.25740
H -6.39645 1.15399 -4.43238
O -3.55127 -0.29771 -1.56033
H -3.37770 3.44570 -0.32621
C 0.01296 -0.23662 3.44977
H -2.96618 -5.06822 0.17993
H -4.88205 1.12390 -0.65524
H -3.26127 -2.46760 -2.98537
C -4.02102 -1.74934 -3.29341
H -3.57020 -3.73137 -0.84126
H 2.68558 -0.07469 0.80043
H -2.52783 -2.48248 3.06836
H 0.90203 -0.15601 4.08341
H -3.34864 -3.94567 2.45040
P -1.90905 -2.96519 0.75699
C -6.15210 -0.99029 -4.09477
C 0.57824 2.76447 -3.35119
H -1.97395 -4.44858 -1.17155
C 2.98615 -0.95859 -2.24742
H -4.02266 1.64521 -3.52079
H 0.91439 2.29413 0.71254
H -5.52382 -3.10376 -3.93939
H 0.39394 -1.49342 -0.62628
N 4.67414 -2.67226 -2.39700
C -3.01483 1.62607 2.65400
H 1.01829 1.88181 -3.81320
H -5.16188 0.26458 0.87443
H -0.36698 -1.26597 3.50904
H -5.39822 2.06571 0.78309
H -2.13897 2.19530 2.98714
H 2.60392 -0.65760 2.49203
C 2.32523 -3.28994 -2.31149
C 1.69003 -0.60850 -1.99611
C 2.07834 -0.62794 1.52943
C 0.81096 1.93362 1.74550
C -4.80225 1.20960 0.43719
H -0.62665 -4.81414 1.71109
C -2.67536 -4.16433 -0.37509
Sn -1.81305 -0.60259 -0.49873
H -1.84430 3.50660 0.63296
H -1.89613 2.62814 -0.91828
C -0.39003 -3.81274 1.32187
```

Results
**Charge**: +4
**Total energy**: -2285.61004 hartree

=====

[7]
Entry from the OMol25 dataset: an isolated molecule of H4IN2P at a distorted geometry (ωB97M-V with the def2-TZVPD basis set).

```
8
H4IN2P, DFT ωB97M-V with the def2-TZVPD basis set
H -1.42485 0.70277 -0.35187
N 0.51386 -1.11899 -0.48819
N -0.47546 1.13530 -0.30562
H 1.38444 -1.62091 -0.70422
P 0.66430 0.25216 0.47107
H -0.51191 2.05262 0.13183
I -0.30521 -0.69170 2.55054
H 0.15483 -0.71125 -1.30354
```

Results
**SMILES**: NP(N)I
**Total energy**: -750.99451 hartree